{"formula": "C20H28N12ReS", "method": "ωB97M-V with the def2-TZVPD basis set", "homo_lumo_gap_ha": [0.23359, 0.17861], "relative_energy_ev": 0.707, "spin_multiplicity": 4, "largest_force_ha_per_bohr": 0.021, "total_charge": 4, "homo_ha": [-0.7122, -0.7109], "species": ["Re", "S", "N", "N", "N", "N", "N", "N", "N", "N", "N", "N", "N", "N", "C", "C", "C", "C", "C", "C", "C", "C", "C", "C", "C", "C", "C", "C", "C", "C", "C", "C", "C", "C", "H", "H", "H", "H", "H", "H", "H", "H", "H", "H", "H", "H", "H", "H", "H", "H", "H", "H", "H", "H", "H", "H", "H", "H", "H", "H", "H", "H"], "positions_angstrom": [[0.418, 0.538, 0.336], [2.452, -0.184, 1.481], [0.723, 1.401, -1.566], [-2.921, 1.431, -1.993], [2.384, -1.946, 3.462], [0.363, -0.937, 2.961], [0.064, 2.459, 1.194], [-1.553, 0.733, -0.444], [1.932, -2.865, -2.125], [-0.434, -2.833, -2.483], [0.458, -3.848, -0.506], [-0.151, 0.200, 2.339], [0.534, -1.391, -0.720], [-0.056, 2.312, -3.390], [1.890, -1.610, -1.463], [-1.643, 1.333, -1.635], [0.876, -2.954, -3.138], [-0.057, 4.847, 1.170], [-0.665, 2.457, 2.352], [-0.386, 1.711, -2.251], [-0.841, 4.841, 2.304], [-2.846, 0.459, -0.029], [-3.700, 0.885, -0.997], [0.364, -2.623, 0.204], [-0.699, 1.155, 3.036], [-1.136, 3.617, 2.917], [1.320, 2.415, -3.454], [-0.545, -1.585, -1.820], [1.695, -1.094, 2.754], [0.373, 3.635, 0.635], [-0.597, -3.937, -1.526], [1.803, 1.854, -2.317], [-1.181, 1.031, 4.432], [1.770, -3.961, -1.161], [0.233, 5.774, 0.693], [1.000, -2.160, -3.877], [1.829, 2.867, -4.292], [-4.777, 0.845, -1.056], [-3.075, -0.038, 0.898], [1.999, -0.809, -2.191], [-0.686, 2.648, -4.110], [-0.614, -2.541, 0.685], [2.828, 1.754, -1.997], [-1.208, 5.767, 2.731], [-1.704, 3.594, 3.838], [-3.293, 1.832, -2.847], [-0.566, 1.645, 5.098], [-0.414, -0.785, -2.546], [-0.102, -1.305, 3.782], [-0.510, -4.884, -2.051], [1.157, -2.584, 0.945], [1.996, -2.467, 4.242], [-1.202, 0.016, 4.816], [-1.522, -1.514, -1.341], [-2.198, 1.430, 4.495], [0.989, 3.613, -0.254], [1.832, -4.914, -1.679], [0.939, -3.914, -3.644], [-1.579, -3.882, -1.055], [2.690, -1.557, -0.729], [2.565, -3.917, -0.416], [3.380, -2.058, 3.304]]}